# 1
# C29H25CaF9NPS4Se2Si

A structure of composition C29H25CaF9NPS4Se2Si (ωB97M-V with the def2-TZVPD basis set, the Open Molecules 2025 dataset).

XYZ file:
```
73
Properties=species:S:1:pos:R:3:forces:R:3
Se -0.21408 0.86612 -3.12789 -0.06 -0.13 0.22
Se -2.30410 -0.24895 2.00641 0.01 0.06 -0.42
Ca -0.11982 -0.97797 -0.83601 -0.03 -0.21 0.26
S 2.34967 -2.12633 -0.29164 -0.11 0.06 -0.07
S -1.31565 -3.35439 -1.45955 0.00 0.04 -0.16
S 0.01599 -4.44852 -0.31118 0.11 0.06 0.09
S 1.92312 -4.04515 -0.96835 -0.13 -0.07 -0.04
P 2.10055 1.12515 0.86940 -0.23 0.56 -0.01
Si 0.98855 -0.23040 -4.67177 -0.09 0.09 0.30
F 2.13133 5.65814 -4.13354 0.00 0.02 -0.03
F 0.85558 6.74201 -2.76151 -0.03 0.02 -0.01
F 8.69240 2.58795 0.71685 0.05 0.03 -0.03
F 8.51336 1.86241 2.74005 0.04 0.01 0.04
F -1.07731 3.57192 6.34523 -0.06 0.03 0.03
F 0.94578 4.27967 6.63348 0.00 0.07 0.02
F 2.99927 6.83176 -2.54148 0.04 0.06 -0.01
F 8.84223 0.46779 1.12155 0.04 -0.01 -0.01
F 0.39192 2.31542 7.32316 0.01 0.02 0.04
N -1.88028 0.20800 6.69987 -0.01 0.01 -0.13
C 0.20334 3.18306 6.31665 0.06 -0.08 -0.08
C 1.22820 -2.03293 -4.26609 0.12 -0.15 -0.02
C 2.43467 2.51499 -1.46956 -0.01 -0.01 -0.02
C 4.53254 2.48488 1.43333 0.02 0.02 0.02
C 1.92703 2.64607 -0.17865 0.08 -0.02 0.08
C 1.40492 3.87436 0.21572 -0.02 0.02 -0.01
C -2.84679 0.81247 6.00105 0.06 -0.06 0.00
C -0.22681 2.64363 3.89675 0.00 0.01 -0.08
C 8.17820 1.58489 1.46004 -0.12 -0.01 -0.03
C 3.93286 1.27953 1.05684 -0.02 -0.22 0.01
C -3.00437 0.71669 4.62886 0.01 -0.08 0.03
C 2.35169 1.65045 3.64591 0.01 0.03 0.00
C 2.70512 0.53236 -4.80585 0.15 0.03 -0.10
C 6.11815 0.26746 0.90278 -0.04 -0.03 -0.01
C 0.22409 2.17228 2.66909 0.00 0.06 0.00
C -2.11565 -0.06069 3.87158 0.23 -0.04 -0.01
C 6.69516 1.46107 1.28748 0.01 0.02 0.04
C 0.62090 2.62459 4.98940 0.01 0.00 0.06
C 1.94006 4.80900 -1.93035 -0.02 0.02 -0.01
C -1.02626 -0.52502 5.97537 -0.06 0.05 -0.03
C 1.53288 1.72170 2.51593 0.13 -0.13 0.04
C 1.97500 5.99491 -2.84337 0.01 -0.08 0.06
C -1.09538 -0.68862 4.60186 -0.05 0.03 0.06
C 1.41038 4.95307 -0.65622 -0.01 -0.02 0.02
C 4.73142 0.17758 0.78529 0.02 -0.04 0.06
C 0.16479 -0.07745 -6.35274 -0.03 0.02 -0.18
C 2.45411 3.58996 -2.34127 -0.01 -0.06 0.01
C 5.90403 2.57819 1.55106 -0.02 0.04 0.01
C 1.90227 2.10228 4.87382 0.02 -0.02 -0.04
H 6.36777 3.51166 1.84737 -0.02 -0.02 0.00
H -3.53777 1.41798 6.58275 -0.01 0.00 -0.02
H -0.07364 0.96641 -6.57516 0.01 -0.05 0.01
H 4.26715 -0.75773 0.48624 0.06 0.01 0.00
H 1.69648 -2.58235 -5.09303 -0.03 0.06 0.04
H 3.25435 0.35225 -3.87658 -0.01 0.03 -0.04
H -0.37371 -1.31111 4.08756 0.01 0.02 0.01
H 2.80522 1.55186 -1.80139 0.00 0.02 -0.03
H 2.54828 2.05983 5.74210 0.00 -0.03 -0.01
H 3.91461 3.35054 1.64193 0.02 0.00 -0.03
H 0.98420 3.99976 1.20390 0.04 0.02 0.02
H 1.88663 -2.12635 -3.39475 -0.08 -0.06 -0.01
H -0.76766 -0.64814 -6.36692 0.03 0.04 0.00
H 3.35164 1.24353 3.56866 0.00 0.03 0.00
H -1.23928 3.01017 3.99518 0.01 -0.05 -0.01
H -0.46594 2.14665 1.83586 -0.02 0.02 0.00
H 6.73998 -0.59371 0.69891 -0.05 -0.01 -0.02
H 0.81908 -0.46371 -7.14424 -0.06 0.02 0.04
H 3.27972 0.08368 -5.62595 -0.03 0.03 0.06
H -0.23314 -1.01271 6.53677 0.00 -0.01 -0.02
H 2.64964 1.61168 -4.97509 0.00 -0.05 0.00
H 1.00257 5.90714 -0.34665 -0.02 -0.02 0.02
H 0.28634 -2.52655 -4.01727 0.02 -0.01 0.02
H 2.83604 3.46885 -3.34515 0.00 -0.03 0.01
H -3.82038 1.22821 4.13317 0.01 0.02 0.02
```
Forces are in eV/Å.

ΔE to the lowest compared entry with this formula, charge and spin: 41.1 kJ/mol
HOMO: -2.21 eV
net charge: -2
lowest unoccupied orbital energy: 3.82 eV
orbital gap: 6.0 eV



# 2
# C45H38CsN3O3S2Te

A structure of composition C45H38CsN3O3S2Te (ωB97M-V with the def2-TZVPD basis set, the Open Molecules 2025 dataset).

XYZ file:
```
93
Properties=species:S:1:pos:R:3:forces:R:3
Cs 0.85580 1.13141 1.23966 -0.41 -0.12 0.08
Te -0.84631 -5.64616 -1.08059 0.02 -0.04 -0.06
S -1.47084 2.24471 -0.89988 0.02 0.20 -0.14
S -2.57205 4.84206 0.27311 0.10 0.06 -0.16
O 0.15657 -0.72372 3.13577 0.03 -0.22 0.33
O -1.77428 -1.10926 6.75607 0.06 0.06 -0.16
O 3.24442 1.58314 0.18854 0.40 0.15 -0.13
N 1.14264 3.79020 -0.10019 0.07 0.24 -0.09
N -0.08406 4.44925 0.06494 -0.13 -0.16 0.14
N 0.09104 -2.79296 0.37075 0.02 0.14 -0.03
C -1.56814 1.51911 5.62898 0.00 0.00 -0.04
C 1.81918 5.58257 1.41715 -0.02 0.01 0.01
C -2.49548 1.68048 3.01362 -0.04 0.08 -0.03
C 6.29311 3.50739 0.09948 0.03 -0.01 -0.01
C -4.93952 6.07763 -2.22922 -0.01 -0.04 0.03
C 1.49878 -7.44797 2.13109 0.03 -0.06 0.03
C 4.90162 -1.76737 1.26769 0.03 -0.01 -0.03
C -3.38082 5.30128 -4.37482 0.04 -0.04 0.00
C 5.41279 2.45559 0.08027 0.02 -0.06 -0.02
C 2.09997 4.38274 0.53014 -0.05 -0.01 -0.07
C -4.06386 5.00534 -2.07784 0.03 -0.01 0.00
C 3.98984 2.60602 0.21444 -0.01 0.05 -0.08
C -2.28713 0.44598 3.60630 -0.02 0.03 0.02
C 2.78169 -5.57659 1.33933 0.06 -0.02 -0.04
C 2.81237 -2.20823 0.16535 -0.01 0.18 0.07
C 4.29835 -1.99735 2.49502 0.00 0.01 0.03
C -5.04118 6.75431 -3.43624 -0.01 0.03 -0.02
C -0.78967 -4.50451 4.49791 -0.02 0.04 0.01
C -0.21755 -1.85066 3.56213 -0.04 -0.05 -0.14
C -1.51683 -0.96874 5.56316 -0.14 -0.12 0.12
C -1.80554 0.35489 4.90983 0.06 0.04 0.03
C 0.69396 -6.13914 0.27440 0.04 -0.07 0.00
C -1.21291 -3.38971 5.19065 0.04 -0.04 0.00
C 0.73985 -2.77237 1.46476 0.00 0.05 0.10
C -3.95310 4.28456 -0.76368 0.00 0.06 0.10
C 5.82904 4.81490 0.26627 -0.02 0.02 0.01
C -1.76379 2.76120 5.03687 0.00 0.00 -0.01
C 3.52417 3.96508 0.39868 0.00 0.07 -0.09
C 2.19807 -2.44180 1.39476 -0.03 0.04 0.12
C 0.12579 -3.03046 2.80277 -0.10 0.14 0.08
C -2.21783 2.84394 3.72734 -0.02 0.00 -0.03
C 4.15266 -1.86925 0.10234 0.03 0.00 -0.01
C 4.46518 5.00123 0.42015 0.02 0.02 -0.02
C -0.98478 -2.07810 4.74779 -0.01 0.01 0.05
C 0.53704 -7.20158 1.16111 0.01 -0.05 -0.07
C 1.82562 -5.33581 0.36098 0.03 -0.09 -0.14
C -0.12784 -4.29269 3.27128 0.05 -0.04 -0.03
C -1.35502 -2.93138 0.37650 -0.02 -0.07 0.03
C -3.28194 4.62310 -3.16880 -0.01 0.04 0.03
C 2.61810 -6.63176 2.22493 0.00 -0.03 0.01
C -4.26018 6.36719 -4.51557 -0.01 0.03 -0.04
C -1.15991 3.80541 -0.25503 0.00 -0.14 0.04
C -1.04888 -5.90457 4.99112 0.00 -0.03 -0.01
C -1.84642 -4.37087 0.32387 -0.07 -0.01 0.02
C 2.95231 -2.32703 2.56007 -0.06 -0.03 -0.03
H 1.93225 -4.48309 -0.30012 0.00 -0.24 0.05
H 3.63251 -4.91038 1.42530 -0.01 -0.04 -0.02
H 0.92244 5.39932 2.00652 0.01 0.00 0.00
H -1.53605 -5.88632 5.96814 0.01 0.01 -0.02
H -5.72901 7.58714 -3.53250 0.01 -0.01 0.00
H -2.46418 -0.46100 3.04508 -0.01 -0.04 -0.04
H -0.34801 -7.82365 1.10503 0.00 0.01 0.00
H -1.80891 -2.46275 1.26054 0.07 0.01 0.00
H 1.36095 -8.26581 2.82883 0.00 0.01 0.00
H -1.75346 -3.50744 6.12450 -0.01 0.01 0.01
H -3.82270 3.21026 -0.90450 0.04 -0.02 -0.01
H -5.54637 6.38721 -1.38381 0.02 -0.01 -0.02
H 4.87049 -1.89374 3.40937 -0.01 0.00 -0.01
H 1.60717 6.47153 0.81707 0.01 -0.02 0.01
H 5.94426 -1.47584 1.21885 -0.03 0.00 0.00
H -1.72578 -4.86921 1.28531 -0.01 0.02 -0.03
H 3.35450 -6.80785 2.99984 -0.01 0.00 -0.01
H 4.10731 6.01900 0.53508 -0.01 -0.01 0.00
H 2.65809 5.78190 2.07865 0.02 0.01 0.01
H 7.35713 3.31790 -0.01758 0.00 0.01 0.00
H -4.33223 6.89558 -5.45966 0.00 -0.01 0.02
H -1.20255 1.43662 6.64468 0.00 0.00 0.01
H -2.58775 3.79896 -3.04809 0.00 -0.01 0.02
H -2.35039 3.80550 3.24390 0.01 -0.03 0.01
H 4.60509 -1.64173 -0.85474 -0.01 -0.01 0.02
H -0.12072 -6.47627 5.09290 -0.02 0.01 0.00
H -1.71664 -2.39777 -0.50520 -0.02 0.00 0.01
H -2.82759 1.75089 1.98004 0.04 -0.02 0.12
H -2.76011 4.99689 -5.21028 -0.02 0.01 0.02
H -1.69701 -6.46584 4.30843 0.02 0.01 0.02
H 2.47274 -2.47921 3.51898 0.00 -0.01 -0.01
H 0.19422 -5.15374 2.68516 -0.08 0.14 0.10
H -1.54514 3.66602 5.59340 -0.01 -0.02 -0.02
H 6.50672 5.66017 0.27237 0.00 -0.01 0.00
H 2.20735 -2.24922 -0.73040 -0.01 -0.01 -0.03
H -4.85185 4.45826 -0.16864 0.01 -0.02 0.01
H -2.90354 -4.40208 0.05431 0.03 0.01 0.02
H 5.76349 1.43612 -0.05032 -0.01 0.03 0.01
```
Forces are in eV/Å.

ΔE to the lowest compared entry with this formula, charge and spin: 27.6 kJ/mol
HOMO: -1.83 eV
net charge: -2
lowest unoccupied orbital energy: 3.28 eV
orbital gap: 5.1 eV



# 3
# CH2N2O

A cluster of 2 separate species, CH2N2O in total (ωB97M-V with the def2-TZVPD basis set, the Open Molecules 2025 dataset).

XYZ file:
```
6
Properties=species:S:1:pos:R:3:forces:R:3
O -1.80939 -0.70731 -0.05812 1.02 1.79 0.70
N -0.64761 1.40272 -0.05668 0.13 0.92 0.45
N -1.01731 0.19872 -0.25919 0.41 -2.12 -3.13
C 0.00535 0.77650 -1.12344 -1.63 -0.56 1.93
H 1.50440 -0.53333 0.68300 0.68 -0.80 0.21
H 1.96456 -1.13730 0.81444 -0.61 0.76 -0.17
```
Forces are in eV/Å.

ΔE to the lowest compared entry with this formula, charge and spin: 687.9 kJ/mol
HOMO: -10.73 eV
lowest unoccupied orbital energy: -0.43 eV
orbital gap: 10.3 eV



# 4
# C20H17IIrN3OS3

A structure of composition C20H17IIrN3OS3 (ωB97M-V with the def2-TZVPD basis set, the Open Molecules 2025 dataset).

XYZ file:
```
46
Properties=species:S:1:pos:R:3:forces:R:3
Ir 0.30486 0.66463 0.62842 0.47 -0.18 -0.08
I -1.55460 0.31985 2.88361 -0.09 0.02 0.24
S -2.66018 4.89421 0.90795 0.02 0.17 0.08
S 1.06637 5.23367 0.32212 -0.02 0.05 0.00
S -2.75627 3.11770 -1.13088 -0.11 0.10 -0.19
O -4.68468 3.26717 0.74621 -0.08 -0.06 -0.12
N 0.21563 2.61043 0.58802 0.02 0.76 0.08
N 2.63338 1.33499 -0.18029 -0.03 -0.05 -0.13
N -1.94765 0.12049 0.04588 0.03 -0.13 -0.22
C 0.02016 -2.18722 0.37405 0.21 0.03 -0.06
C -3.56124 3.68096 0.21108 -0.07 -0.31 0.14
C -5.44131 2.19418 0.14125 0.11 0.20 0.09
C 4.65824 -1.74124 0.02134 0.10 -0.10 0.01
C 1.04675 -1.20698 0.30935 -0.19 0.10 -0.11
C 0.57781 3.75716 0.47637 -0.10 -0.89 0.04
C 5.89388 -1.23918 0.39723 -0.02 -0.05 -0.01
C -3.73402 -0.99442 1.17742 -0.06 0.00 -0.08
C 0.04337 -3.32826 -0.40251 0.03 -0.03 0.02
C 2.22776 -1.55120 -0.41067 0.11 0.03 0.21
C 6.04079 0.12298 0.61552 0.04 0.02 0.01
C -2.46764 -0.24090 -1.13215 0.07 0.13 -0.04
C 1.11568 -3.53819 -1.26202 0.07 0.00 -0.04
C -2.57260 -0.24994 1.14278 -0.10 0.03 0.31
C -4.25600 -1.38278 -0.04847 -0.14 -0.12 0.14
C 2.20231 -2.67395 -1.23437 -0.02 -0.12 -0.02
C 4.95857 0.96595 0.42427 0.15 0.09 0.05
C 3.55171 -0.90766 -0.15769 -0.25 -0.31 -0.05
C -3.61815 -1.00108 -1.21716 0.03 0.06 -0.17
C 3.73424 0.45297 0.02800 -0.10 0.29 0.02
H 2.37279 1.39117 -1.15903 0.06 0.00 -0.10
H -5.44210 1.36353 0.84141 0.01 -0.02 0.03
H 5.06703 2.03676 0.57257 0.00 -0.09 -0.03
H -1.94430 0.10621 -2.01449 0.03 -0.07 0.04
H -5.01570 1.89291 -0.81029 0.09 0.02 -0.07
H 1.13047 -4.40374 -1.91566 0.02 0.08 0.06
H 4.53213 -2.81150 -0.09335 0.02 0.06 0.02
H 6.73145 -1.91270 0.54114 -0.09 0.07 -0.01
H -5.15524 -1.98661 -0.08382 0.04 0.04 -0.01
H -0.76647 -4.04519 -0.34224 0.04 0.02 0.00
H 3.07173 -2.89031 -1.84247 -0.03 -0.02 0.00
H -0.81172 -2.05025 1.05047 -0.07 0.05 -0.03
H 2.85271 2.27120 0.13467 -0.06 0.10 0.03
H 6.99495 0.53108 0.92708 -0.07 -0.03 -0.02
H -4.00532 -1.28370 -2.18677 0.01 0.01 0.04
H -6.45038 2.56374 0.00178 -0.08 0.04 0.00
H -4.19920 -1.26693 2.11435 0.02 0.00 -0.02
```
Forces are in eV/Å.

ΔE to the lowest compared entry with this formula, charge and spin: 56.3 kJ/mol
HOMO (alpha / beta): -10.64 / -11.19 eV
net charge: +1
lowest unoccupied orbital energy (alpha / beta): -2.98 / -5.56 eV
multiplicity: 6
orbital gap (alpha / beta): 7.7 / 5.6 eV



We obtain F_max values of 0.60; 0.45; 3.80; 0.90 eV/A for the records listed above, in that order.
We obtain calculated total energy values of -266075.7286; -87408.4948; -6089.8821; -70968.0440 eV for the records listed above, in that order.